DFT (ωB97M-V/def2-TZVPD) results for a structure of composition C20H35CaN2O2P2 in a non-equilibrium geometry.

Geometry as XYZ:
```
62
Properties=species:S:1:pos:R:3:forces:R:3:mulliken_charge:R:1
Ca 0.555 0.426 -0.562 0.99 -1.95 1.02 0.913
P 2.757 -1.384 -0.158 -0.15 -0.24 -0.20 0.840
C 2.662 -1.241 -1.994 -0.12 1.59 -0.65 -1.150
C 1.428 -1.838 -2.620 -0.13 0.34 0.15 0.708
N 0.237 -1.335 -2.192 -0.07 -0.59 -0.38 0.346
C -0.908 -1.803 -2.732 0.23 -0.29 -0.33 0.262
C -0.902 -2.775 -3.738 0.26 0.25 0.19 -0.896
C 0.321 -3.271 -4.199 -0.54 0.00 0.03 -0.531
C 1.489 -2.800 -3.629 0.59 0.04 0.15 -0.829
C -2.241 -1.277 -2.234 0.13 -0.37 0.11 -1.373
P -2.177 0.338 -1.341 -0.76 -0.16 -0.67 1.295
H 2.479 -3.153 -3.948 -0.57 0.11 0.11 0.448
H -1.856 -3.112 -4.136 0.25 -0.02 -0.03 0.494
H 0.342 -4.019 -4.996 0.03 0.25 0.29 0.415
H -2.939 -1.185 -3.082 0.18 -0.06 0.30 0.538
H -2.686 -2.014 -1.540 0.23 0.22 -0.23 0.460
H 2.575 -0.006 -2.189 0.63 -3.54 0.36 -0.056
H 3.566 -1.666 -2.419 0.07 -0.01 -0.33 0.668
H 1.004 2.375 -2.056 2.64 -1.84 -1.03 0.330
O 1.934 1.359 -2.254 -1.94 2.63 0.65 -0.986
H 2.452 1.701 -2.976 0.40 0.08 -0.36 0.174
H -0.097 2.444 -0.779 -0.22 2.39 -2.14 -0.007
O 0.130 2.884 -1.710 -2.38 -1.29 2.91 -0.364
H 0.173 3.818 -1.556 0.23 1.39 0.17 0.411
C -2.459 1.430 -2.781 -0.17 0.34 -0.28 -1.498
H -3.431 1.192 -3.235 0.23 0.08 0.04 0.503
H -2.476 2.483 -2.465 0.01 -0.26 -0.18 0.359
H -1.678 1.288 -3.541 -0.13 0.11 0.24 0.337
C -3.854 0.300 -0.620 -0.18 0.15 0.49 -1.214
H -3.965 1.118 0.104 -0.06 -0.24 -0.18 0.330
H -4.627 0.405 -1.395 0.29 -0.08 0.16 0.432
H -4.008 -0.649 -0.089 0.08 0.32 -0.07 0.389
C 2.668 -3.189 0.132 -0.06 -0.15 0.29 -1.297
H 3.634 -3.654 -0.114 -0.35 0.02 0.02 0.451
H 2.439 -3.364 1.195 0.11 -0.02 -0.36 0.371
H 1.872 -3.642 -0.473 0.15 0.10 0.17 0.316
C 4.534 -1.083 0.127 0.13 0.21 0.21 -1.479
H 4.672 -0.828 1.188 0.10 -0.09 -0.33 0.399
H 5.116 -1.985 -0.110 -0.08 0.35 0.00 0.415
H 4.874 -0.238 -0.486 -0.03 -0.20 0.20 0.369
C -2.615 2.309 2.335 0.10 -0.43 0.30 -0.613
N -1.418 2.869 2.900 0.04 0.84 -0.83 0.141
C -1.492 3.272 4.279 -0.05 -0.20 0.20 -1.002
C -0.138 2.453 2.366 -0.15 0.23 1.18 -0.124
C 0.237 1.046 2.763 0.66 -0.25 0.94 0.905
C 0.622 0.802 4.101 -0.33 0.13 -0.35 -0.529
C 0.762 -0.515 4.546 0.10 0.23 -0.09 -0.761
C 0.542 -1.569 3.659 -0.32 -0.18 -0.62 -0.608
C 0.221 -1.302 2.304 0.66 -0.59 1.79 -0.610
C 0.152 0.002 1.866 -0.97 0.73 -2.20 -0.015
H -3.475 2.775 2.837 0.17 -0.18 -0.31 0.337
H -2.680 1.211 2.465 -0.10 0.18 -0.07 0.288
H -2.668 2.520 1.254 0.03 0.03 0.12 0.025
H -1.512 2.415 4.978 0.03 0.22 -0.05 0.356
H -0.627 3.903 4.525 -0.25 -0.10 0.01 0.294
H -2.422 3.842 4.420 0.33 -0.03 0.09 0.340
H -0.199 2.554 1.253 0.11 -0.12 -0.01 -1.033
H 0.605 3.168 2.761 -0.13 -0.08 -0.30 0.607
H 0.782 1.649 4.775 -0.02 -0.37 -0.05 0.459
H 1.035 -0.704 5.586 -0.05 -0.01 -0.34 0.371
H 0.623 -2.602 4.004 -0.05 0.28 -0.01 0.381
H 0.057 -2.146 1.629 0.16 0.10 0.10 0.497
```
Positions in Å, forces in eV/Å.

The calculation puts the LUMO energy at -0.133 Ha. The total charge is +1.

=====

DFT (ωB97M-V/def2-TZVPD) results for a cluster of 10 separate species, C20H35Cl18N2O3S in total in a non-equilibrium geometry.

Geometry as XYZ:
```
79
Properties=species:S:1:pos:R:3:forces:R:3:mulliken_charge:R:1
C 0.732 3.560 1.850 -1.48 -0.14 0.16 -0.092
O 1.990 2.968 1.369 -1.50 -0.68 -1.23 -0.370
C 1.747 2.202 0.102 -0.72 1.20 0.43 -0.445
C 0.686 0.990 0.407 -0.73 -1.16 -0.56 0.627
C 0.434 -0.173 -0.756 -1.05 -1.73 1.43 -0.557
C 0.843 -0.135 -2.361 -0.45 -1.09 0.58 0.072
C 0.383 -1.490 -3.184 0.25 0.06 -0.56 -0.123
C 1.496 -2.700 -3.170 0.60 -0.85 0.30 -0.484
C 1.432 -3.655 -1.816 -4.13 -4.30 1.59 0.393
O 0.429 -4.563 -1.705 6.17 5.65 -0.59 -0.501
O 2.390 -3.563 -0.690 -2.94 -0.56 -2.48 -0.460
N -0.205 -1.244 -0.118 2.15 3.64 -0.60 0.923
C -0.400 -0.984 1.390 0.85 0.26 0.87 -0.100
C 0.949 -0.052 1.645 0.21 -1.15 -1.79 0.080
N 1.237 0.467 3.036 7.19 -2.87 0.42 -0.465
C 2.540 0.047 3.326 -2.57 -0.22 -1.44 0.349
S 4.107 -0.676 3.496 -5.63 2.63 -0.24 -0.033
H 0.083 2.772 2.467 1.46 1.49 -1.24 0.282
H 0.053 3.908 0.950 1.92 -0.88 1.80 -0.273
H 0.870 4.481 2.575 0.34 -1.94 -1.68 0.297
H 2.783 1.863 -0.326 -2.02 0.42 1.08 0.305
H 1.261 2.999 -0.636 0.88 -2.03 1.26 -0.065
H -0.437 1.337 0.616 2.44 -0.05 -0.65 0.261
H 0.313 0.787 -2.859 1.22 -1.81 1.37 -0.158
H 2.026 -0.062 -2.454 -2.57 0.23 0.44 0.400
H -0.672 -1.896 -2.857 2.30 0.82 -0.64 -0.351
H 0.282 -1.152 -4.323 0.24 -0.78 2.52 0.325
H 1.264 -3.435 -4.078 0.36 1.51 2.24 0.281
H 2.604 -2.340 -3.309 -2.22 -0.41 0.36 0.316
H 2.076 -4.230 0.005 0.34 1.02 -1.58 0.371
H -0.535 -2.143 -0.539 0.35 0.93 0.12 -0.395
H -0.309 -1.938 2.096 -0.60 1.88 -2.10 -0.283
H -1.424 -0.395 1.500 2.21 -1.23 0.07 0.271
H 1.833 -0.762 1.325 -1.73 1.30 0.38 0.332
C 7.304 1.510 1.881 0.28 -0.02 0.24 -0.343
Cl 5.590 1.799 1.562 -0.06 0.19 0.02 -0.026
Cl 8.192 1.225 0.379 0.04 -0.01 0.11 -0.152
H 7.725 2.384 2.383 -0.17 -0.18 -0.24 0.309
H 7.403 0.632 2.525 -0.08 0.17 -0.25 0.231
C -2.094 5.537 -0.471 -0.38 0.37 -0.12 -0.422
Cl -1.709 5.259 1.232 -0.75 0.53 0.02 -0.210
Cl -1.190 4.434 -1.516 -0.07 0.07 -0.07 -0.055
H -3.164 5.376 -0.625 0.32 -0.07 0.08 0.342
H -1.835 6.566 -0.731 0.06 -0.32 0.11 0.313
C -3.414 -3.015 -0.693 -0.54 -0.07 0.20 -0.390
Cl -2.970 -1.962 -2.042 -0.30 0.06 -0.02 -0.112
Cl -1.998 -3.854 -0.048 -0.35 -0.12 -0.14 -0.044
H -3.860 -2.408 0.100 0.20 -0.10 -0.21 0.372
H -4.138 -3.754 -1.042 0.30 0.14 -0.02 0.380
C -2.017 -5.529 -4.076 0.27 -0.35 0.29 -0.015
Cl -3.780 -5.516 -3.945 -0.03 -0.02 0.12 -0.160
Cl -1.446 -4.213 -5.109 0.11 0.05 -0.02 -0.157
H -1.586 -5.411 -3.079 -0.11 0.12 -0.26 -0.013
H -1.699 -6.482 -4.506 -0.17 0.31 -0.01 0.364
C -1.521 -4.029 4.303 -0.04 0.05 0.54 -0.299
Cl -3.236 -3.739 3.984 0.07 0.03 0.05 -0.140
Cl -0.634 -4.314 2.801 0.33 -0.22 0.23 -0.105
H -1.100 -3.154 4.805 -0.12 -0.19 -0.22 0.248
H -1.422 -4.906 4.946 -0.05 0.17 -0.30 0.330
C 1.951 4.342 -3.497 0.47 0.44 0.07 -0.279
Cl 0.785 3.016 -3.578 0.06 -0.03 -0.15 -0.158
Cl 1.549 5.613 -4.658 0.08 -0.12 0.18 -0.141
H 1.940 4.764 -2.489 -0.16 -0.10 -0.25 0.216
H 2.947 3.955 -3.724 -0.33 0.03 -0.04 0.369
C -3.679 6.911 3.906 0.15 -0.27 -0.05 0.248
Cl -5.238 7.512 3.329 0.00 -0.12 -0.08 -0.153
Cl -2.872 8.110 4.923 0.08 -0.11 -0.01 -0.149
H -3.843 6.002 4.489 -0.04 0.32 -0.07 0.271
H -3.044 6.688 3.046 -0.24 0.22 0.26 -0.190
C -6.446 -5.138 -6.806 0.33 0.05 0.05 0.046
Cl -6.799 -6.272 -8.116 0.13 0.02 0.02 -0.148
Cl -7.933 -4.584 -6.027 0.07 0.08 0.09 -0.154
H -5.820 -5.637 -6.063 -0.27 0.06 -0.21 -0.003
H -5.916 -4.275 -7.216 -0.24 -0.22 0.05 0.260
C 3.662 1.211 7.165 0.09 0.15 -0.26 0.281
Cl 2.106 1.370 7.990 -0.04 0.05 -0.12 -0.154
Cl 4.805 0.276 8.137 0.05 0.02 -0.14 -0.151
H 3.507 0.702 6.211 0.01 0.05 0.34 -0.262
H 4.075 2.207 6.990 -0.12 -0.25 0.17 0.274
```
Positions in Å, forces in eV/Å.

The calculation puts the LUMO energy at -0.144 Ha. The total charge is +1.

=====

DFT (ωB97M-V/def2-TZVPD) results for a structure of composition C20H35F6N5O4PdS3Si in a non-equilibrium geometry.

Geometry as XYZ:
```
75
Properties=species:S:1:pos:R:3:forces:R:3:mulliken_charge:R:1
Pd -0.350 0.295 1.150 0.40 -1.20 0.35 0.803
C -0.567 -1.175 4.331 0.02 0.00 0.00 -1.175
C 0.885 -0.919 4.026 -0.14 -0.02 -0.04 0.293
C 1.869 -1.201 4.965 0.07 -0.01 -0.04 -0.793
C 3.191 -0.909 4.615 -0.04 0.01 0.00 -0.406
C 3.477 -0.367 3.391 -0.04 0.01 -0.02 -0.761
C 2.426 -0.088 2.449 0.05 -0.06 0.07 0.022
N 1.140 -0.394 2.830 -0.04 0.21 -0.07 0.776
N 2.596 0.422 1.251 -0.03 0.10 0.02 0.073
Si 3.850 1.287 0.562 -0.05 -0.10 -0.06 0.099
C 4.507 2.682 1.650 0.01 0.12 0.09 -1.107
C 5.375 0.264 0.093 0.13 -0.04 -0.02 -1.175
C 3.232 2.061 -1.040 -0.08 0.06 -0.07 -0.748
H -1.005 -0.308 4.832 0.00 0.01 -0.03 0.174
H -0.687 -2.044 4.982 0.00 0.01 0.02 0.442
H -1.111 -1.337 3.400 0.00 -0.01 0.00 -0.024
H 1.611 -1.637 5.922 -0.01 0.00 0.00 0.401
H 3.997 -1.118 5.314 0.01 0.00 0.00 0.362
H 4.500 -0.149 3.106 0.00 -0.01 -0.01 0.250
H 4.838 2.297 2.618 0.01 0.02 0.00 0.303
H 3.717 3.415 1.840 0.02 -0.01 -0.01 0.263
H 5.349 3.198 1.176 -0.01 0.00 0.01 0.352
H 5.935 -0.053 0.978 -0.01 -0.01 -0.02 0.284
H 6.050 0.846 -0.545 0.01 -0.03 0.02 0.316
H 5.081 -0.637 -0.455 -0.01 0.03 0.00 0.286
H 2.138 2.065 -1.030 0.04 0.01 0.00 -0.126
H 3.567 1.505 -1.922 -0.04 -0.01 0.00 0.304
H 3.568 3.096 -1.154 0.02 -0.03 -0.01 0.412
C -5.443 -1.019 -2.427 0.02 0.01 0.00 -1.075
C -4.516 -2.195 -2.125 -0.02 0.04 0.00 -0.012
C -4.206 -2.357 -0.639 0.03 -0.04 -0.02 -0.717
C -3.447 -1.176 -0.039 -0.08 0.05 0.05 -0.959
N -2.221 -0.890 -0.756 0.05 0.06 0.07 0.314
C -0.999 -1.401 -0.394 -0.07 -0.29 -0.41 -0.627
S -0.851 -2.731 0.653 -0.02 0.11 -0.08 -0.342
N 0.003 -1.022 -1.271 -0.01 0.08 0.18 0.215
C 1.360 -1.538 -1.171 0.02 0.11 -0.07 -0.246
C 1.566 -2.878 -1.868 -0.01 -0.06 0.01 -0.727
C 1.222 -2.910 -3.358 -0.03 0.01 0.00 -0.618
C -0.272 -3.039 -3.656 0.00 -0.01 0.01 -0.998
H -5.697 -0.973 -3.489 0.00 -0.01 0.00 0.395
H -4.983 -0.065 -2.163 -0.01 -0.01 0.00 0.156
H -6.376 -1.102 -1.863 0.01 0.00 0.00 0.269
H -3.573 -2.060 -2.661 -0.01 -0.02 0.00 -0.017
H -4.961 -3.121 -2.503 -0.01 0.00 0.00 0.346
H -3.613 -3.261 -0.481 -0.01 0.01 -0.01 0.244
H -5.143 -2.475 -0.079 0.01 -0.03 0.00 0.468
H -3.221 -1.373 1.009 0.00 0.01 0.00 0.183
H -4.050 -0.269 -0.073 0.00 -0.03 0.03 0.572
H -2.183 0.020 -1.198 -0.01 -0.02 -0.04 0.322
H -0.056 -0.043 -1.524 0.01 -0.03 -0.05 0.258
H 1.677 -1.596 -0.130 -0.01 0.00 0.06 -0.134
H 1.996 -0.787 -1.648 0.03 -0.01 0.04 0.311
H 0.993 -3.647 -1.343 0.02 0.03 0.00 0.294
H 2.626 -3.123 -1.736 -0.01 -0.05 -0.01 0.395
H 1.739 -3.762 -3.815 0.02 0.02 -0.02 0.389
H 1.622 -2.012 -3.845 -0.02 0.00 0.00 0.245
H -0.682 -3.925 -3.164 0.01 0.00 -0.01 0.249
H -0.454 -3.133 -4.731 0.00 0.00 0.00 0.448
H -0.827 -2.181 -3.284 0.01 -0.01 -0.01 0.157
F -1.031 4.171 2.359 0.03 -0.05 -0.03 -0.291
C -0.703 2.895 2.060 -0.32 0.82 -0.10 0.422
F 0.601 2.895 1.823 0.06 -0.12 -0.09 -0.239
F -0.990 2.192 3.150 0.08 -0.19 0.07 -0.216
S -1.727 2.264 0.586 -0.33 0.82 -0.19 1.193
O -0.942 1.907 -0.605 -0.03 0.01 0.50 -0.693
O -2.739 1.383 1.134 0.24 0.21 -0.08 -0.663
N -2.418 3.705 0.250 0.00 -0.35 -0.23 -0.780
S -3.075 3.895 -1.158 -0.15 -0.25 0.23 0.988
O -3.622 2.699 -1.757 0.04 0.12 -0.01 -0.609
O -3.893 5.079 -1.163 0.09 0.04 0.07 -0.734
C -1.679 4.362 -2.325 0.00 -0.05 0.02 0.696
F -1.311 3.344 -3.107 0.02 0.02 0.01 -0.229
F -0.600 4.799 -1.670 0.01 0.03 0.00 -0.238
F -2.082 5.357 -3.139 0.02 0.00 -0.06 -0.261
```
Positions in Å, forces in eV/Å.

The calculation puts the LUMO energy at 0.172 Ha. The total charge is -2.

=====

DFT (ωB97M-V/def2-TZVPD) results for a structure of composition C20H36BaFO16V2 in a non-equilibrium geometry.

Geometry as XYZ:
```
76
Properties=species:S:1:pos:R:3:forces:R:3:mulliken_charge:R:1
Ba 16.223 8.131 -18.659 -0.62 -0.83 0.15 1.685
V 7.855 6.859 -21.625 -0.99 -1.65 1.47 1.019
V 15.221 7.933 -23.042 -1.09 -0.23 0.00 0.720
F 6.942 5.297 -20.996 1.35 2.50 -1.15 -0.488
C 11.913 5.877 -22.236 -2.44 -0.80 0.10 -0.401
C 10.574 5.906 -21.684 0.93 0.85 1.05 0.665
C 10.404 6.385 -20.226 -0.18 -0.04 -1.59 0.770
O 9.207 6.647 -20.048 0.17 0.73 1.22 -0.616
C 11.535 6.596 -19.409 -1.16 -0.06 -0.96 -0.587
C 12.821 6.461 -19.935 0.38 -0.34 1.99 -0.556
C 13.033 6.109 -21.394 0.53 0.30 -1.89 0.992
O 14.102 6.115 -22.027 0.83 0.74 1.33 -0.876
O 13.789 6.597 -19.128 0.90 0.56 -1.31 -0.656
O 9.532 5.806 -22.314 0.20 -0.18 -0.84 -0.493
H 11.949 5.688 -23.301 0.69 -0.01 0.02 0.878
H 11.379 6.977 -18.410 0.20 -0.14 0.11 0.572
C 10.985 8.917 -22.608 1.38 -0.04 -0.40 -0.221
C 9.684 8.990 -23.082 0.44 -0.67 0.84 0.616
C 9.468 9.358 -24.535 -1.65 0.68 -0.91 0.396
O 8.343 9.473 -25.005 -0.32 -0.43 0.74 -0.503
C 10.550 9.617 -25.412 1.74 -0.65 0.11 -0.584
C 11.913 9.390 -24.961 -0.22 0.20 0.23 0.594
C 12.108 8.989 -23.474 -0.67 0.11 -0.49 -0.129
O 13.265 8.690 -23.137 0.91 -0.21 0.67 -0.714
O 12.888 9.489 -25.669 0.14 -0.08 0.00 -0.511
O 8.728 8.672 -22.320 -0.86 -0.78 -0.11 -0.792
H 11.200 8.698 -21.569 -0.26 0.07 0.08 0.993
H 10.401 9.769 -26.473 -0.28 0.24 0.07 0.498
C 14.437 7.955 -15.494 -0.90 0.70 0.22 -0.287
O 15.596 8.541 -16.121 0.42 0.00 -0.58 -0.496
H 13.875 7.372 -16.222 0.50 -0.49 0.03 0.015
H 14.735 7.407 -14.606 -0.15 -0.29 -0.16 0.317
H 13.746 8.760 -15.233 0.18 0.03 0.31 0.314
H 16.069 9.050 -15.451 0.02 0.02 0.00 0.259
C 10.699 5.152 -25.836 -0.23 -2.08 -0.63 -0.256
O 10.609 5.651 -27.145 0.08 0.94 0.28 -0.538
H 9.848 4.493 -25.623 -0.33 0.47 0.30 0.206
H 11.512 4.415 -25.758 0.48 0.52 0.25 0.326
H 10.774 5.932 -25.082 -0.01 0.29 -0.28 -0.036
H 10.514 4.937 -27.781 0.02 -0.10 0.10 0.336
C 17.540 4.603 -19.347 0.23 -0.98 0.35 -0.636
O 16.449 5.519 -19.092 0.47 0.46 -0.32 -0.256
H 18.502 4.994 -19.022 -0.22 0.45 0.06 0.270
H 17.360 3.706 -18.755 0.08 -0.04 -0.05 0.282
H 17.624 4.312 -20.393 -0.22 0.25 -0.08 0.284
H 15.636 5.047 -19.304 -0.14 0.17 0.11 0.157
C 7.161 9.326 -19.230 0.98 -0.01 0.35 -0.495
O 6.960 7.986 -19.727 -0.44 -0.18 -0.84 -0.270
H 8.162 9.365 -18.796 0.11 0.15 -0.28 -0.015
H 7.080 10.018 -20.061 -0.17 0.04 0.06 0.297
H 6.521 9.588 -18.390 -0.53 -0.19 -0.36 0.354
H 6.541 7.449 -19.046 -0.04 -0.17 -0.16 0.258
C 12.633 2.155 -23.724 -0.02 2.12 0.00 -0.345
O 12.927 0.989 -23.036 0.23 -0.33 -0.44 -0.509
H 11.594 2.507 -23.650 -0.17 -0.46 0.02 0.167
H 13.226 3.037 -23.402 0.11 -0.21 0.52 0.073
H 12.892 2.182 -24.782 -0.08 -1.13 -0.04 0.344
H 12.622 1.035 -22.127 -0.10 0.06 -0.04 0.297
C 11.981 4.592 -16.544 -0.81 0.06 -1.14 -0.402
O 13.346 4.827 -16.830 0.66 -0.07 0.65 -0.557
H 11.843 3.651 -16.020 0.33 0.07 0.19 0.357
H 11.469 5.394 -16.003 0.39 0.07 0.27 0.180
H 11.431 4.495 -17.489 -0.09 -0.16 0.08 0.102
H 13.485 5.347 -17.624 -0.49 0.07 -0.01 0.245
C 9.801 8.728 -16.507 1.49 0.87 0.36 -0.086
O 8.562 9.105 -15.982 -0.29 -0.34 -0.28 -0.502
H 10.371 7.973 -15.954 -0.62 -0.48 0.00 0.281
H 9.774 8.481 -17.572 -0.44 -0.27 0.07 -0.243
H 10.494 9.580 -16.432 -0.19 0.19 -0.18 0.269
H 8.378 8.651 -15.156 0.05 -0.03 0.00 0.333
C 7.329 5.152 -24.120 -0.73 -1.73 0.09 -0.539
O 7.341 6.530 -23.665 0.04 -0.43 0.00 -0.178
H 7.081 5.060 -25.176 0.15 0.56 -0.07 0.459
H 8.247 4.602 -23.944 0.35 0.67 0.10 -0.028
H 6.568 4.574 -23.591 -0.13 0.36 0.17 0.312
H 6.770 6.966 -24.312 0.07 0.77 0.44 0.310
```
Positions in Å, forces in eV/Å.

The calculation puts the LUMO energy (alpha / beta) at -0.371 / -0.429 Ha. As for the spin multiplicity: 9. The total charge is +3.